1.
{
  "formula": "C16H19N3O",
  "method": "the ωB97M-V functional and the def2-TZVPD basis",
  "species": ["O", "N", "N", "N", "C", "C", "C", "C", "C", "C", "C", "C", "C", "C", "C", "C", "C", "C", "C", "C", "H", "H", "H", "H", "H", "H", "H", "H", "H", "H", "H", "H", "H", "H", "H", "H", "H", "H", "H"],
  "coordinates": [[-0.53406, -1.08222, -0.89718], [-0.55586, 0.66636, -3.10209], [-3.00494, -3.94551, 4.72391], [3.76263, 3.14518, 1.00001], [-0.60758, 2.01614, -2.85530], [2.80624, 0.93674, 1.32393], [3.78119, 1.93010, 1.56582], [-2.41705, -2.82213, 5.21480], [1.75700, 2.50717, -0.10926], [1.47398, 0.98506, -4.39009], [0.49003, 0.19973, -3.87623], [-2.59579, -3.12560, 2.50355], [1.83393, 1.21892, 0.38868], [1.36151, 2.37775, -4.30452], [2.78905, 3.40709, 0.15544], [0.25252, 2.91644, -3.54291], [-1.91973, -1.77835, 4.33337], [-3.05337, -4.06382, 3.38428], [-1.58193, -1.97767, -0.93199], [-1.98109, -1.94874, 2.92956], [-2.70953, -3.27039, 1.43936], [4.53385, 1.83056, 2.33392], [-1.86111, -2.03033, -1.98432], [1.06595, 2.85133, -0.86452], [1.99341, 2.99310, -4.92777], [-1.25435, -2.94942, -0.56253], [2.82107, -0.00925, 1.84479], [0.58713, -0.86371, -4.03771], [2.91875, 4.35625, -0.34325], [-0.70674, -0.46675, -1.61339], [-3.49883, -5.01455, 3.13119], [2.21540, 0.49169, -5.00107], [-1.57366, -1.25738, 2.20675], [1.09086, 0.51107, 0.05222], [-2.30202, -2.68104, 6.27935], [-1.46197, 2.46229, -2.36810], [0.03989, 3.96987, -3.43576], [-2.47571, -1.58414, -0.44785], [-1.47904, -0.90184, 4.78494]],
  "forces_ev_per_angstrom": [[1.2227, 0.6105, 0.9850], [1.2551, 0.9547, -0.2032], [1.1570, 1.5289, 0.6778], [0.7996, -0.8367, 0.4417], [1.1518, -0.8129, -2.8748], [1.0832, 0.6503, 0.0827], [-1.1553, 0.1766, 0.3983], [0.0463, 0.6861, -2.8786], [0.9815, 0.8352, -1.0205], [0.0364, 1.2202, -0.7214], [-1.6418, 0.4549, 2.0051], [0.3698, 0.6637, -1.0864], [-0.8610, 0.5251, -0.0904], [-2.1594, 0.2158, 0.9040], [-0.1925, -0.3506, 0.0877], [1.2369, -1.8426, -0.1346], [-0.4047, -1.4679, 0.1747], [-0.4174, -0.5083, 1.7105], [-0.7166, -0.1856, -1.0466], [-0.4954, -0.7546, 1.9981], [0.0127, -0.2682, -0.0699], [0.1803, -0.4173, -0.0253], [-0.3555, -0.8171, -0.1775], [-0.4094, -0.4478, 0.0970], [0.1494, 0.2615, 0.3308], [-0.2634, 0.0415, 0.1025], [0.2119, -0.0815, -0.0754], [-0.5205, -0.1911, 0.1990], [-0.5825, 0.2283, -0.1337], [0.1912, 0.5518, -0.3753], [-0.0785, 0.0762, -0.7613], [0.2849, 0.2368, 0.0325], [-0.0329, 0.2165, 0.1310], [-0.0452, -0.3296, 0.2775], [-0.2304, -0.2445, 0.1215], [-0.0908, -0.5102, 0.5264], [0.3044, 0.1184, -0.1652], [-0.1070, -0.2585, 0.5917], [0.0849, 0.0719, -0.0356]],
  "homo_energy_ha": -0.344,
  "e_tot_ha": -860.52133,
  "smiles": "c1ccncc1.c1ccncc1.c1ccncc1.CO",
  "total_charge": 0,
  "largest_force_ev_per_a": 3.20,
  "gap_ev": 9.5,
  "relative_energy_ev": 3.339
}

***

2.
{
  "formula": "C2HFN2O",
  "method": "the ωB97M-V functional and the def2-TZVPD basis",
  "species": ["F", "O", "N", "N", "C", "C", "H"],
  "coordinates": [[-2.08534, -0.26979, -0.00685], [1.39178, 0.27111, -0.02299], [-0.01940, -1.34532, -0.01793], [1.22630, -1.09572, 0.02206], [-0.73136, -0.21690, 0.01805], [0.16464, 0.79182, 0.01653], [0.05340, 1.86478, -0.00887]],
  "forces_ev_per_angstrom": [[1.7148, 0.3854, 0.0972], [-0.6729, 0.1946, 0.5596], [0.9711, -1.2114, 0.5778], [-0.7618, -0.6374, -0.6686], [-0.8089, 0.0964, -0.3332], [-0.5719, 1.3127, -0.2854], [0.1296, -0.1403, 0.0526]],
  "homo_energy_ha": -0.394,
  "e_tot_ha": -361.34733,
  "smiles": "Fc1conn1",
  "total_charge": 0,
  "largest_force_ev_per_a": 1.76,
  "gap_ev": 11.2,
  "relative_energy_ev": 1.218
}

***

3.
{
  "formula": "C2H4N2OS2",
  "method": "the ωB97M-V functional and the def2-TZVPD basis",
  "species": ["S", "S", "O", "N", "N", "C", "C", "H", "H", "H", "H"],
  "coordinates": [[0.21071, 2.00508, 0.41288], [-0.53900, -1.75177, 1.39926], [0.28730, 0.04997, -1.32974], [-1.41265, -1.01003, 0.10446], [1.48983, 1.15807, 0.28051], [1.35796, 0.14779, -0.51383], [-0.92274, -0.40036, -0.91810], [0.99008, 3.12052, 1.03459], [-1.64618, -2.21665, 2.04344], [1.95678, -0.64925, -0.76444], [-1.77210, -0.45338, -1.74903]],
  "forces_ev_per_angstrom": [[-2.1545, 6.2667, 2.1080], [-0.3110, 0.6599, -0.2012], [-2.0757, -0.4598, -0.7751], [1.4629, 0.0231, -0.5000], [3.8172, -5.5643, -1.8619], [-0.2173, 2.3515, 1.6119], [-3.7440, -1.8228, -0.6319], [-1.9587, -1.7268, -0.9126], [0.3995, 0.2849, -0.4244], [2.4288, -1.1641, 0.2708], [2.3529, 1.1515, 1.3163]],
  "homo_energy_ha": -0.325,
  "e_tot_ha": -1059.60553,
  "total_charge": 0,
  "largest_force_ev_per_a": 7.00,
  "gap_ev": 9.5,
  "relative_energy_ev": 3.748
}

***

4.
{
  "formula": "ClH18Na2O13",
  "method": "the ωB97M-V functional and the def2-TZVPD basis",
  "species": ["Cl", "Na", "Na", "O", "O", "O", "O", "O", "O", "O", "O", "O", "O", "O", "O", "O", "H", "H", "H", "H", "H", "H", "H", "H", "H", "H", "H", "H", "H", "H", "H", "H", "H", "H"],
  "coordinates": [[0.28840, -0.42221, -0.68376], [2.25126, -3.44085, -1.60153], [1.15152, -0.60641, -4.19458], [0.48231, -5.02519, -0.87801], [-2.88314, -1.49510, 0.73970], [-1.17612, -0.90724, -3.65591], [-0.32747, 1.33082, 3.74660], [0.64037, -0.12949, 0.66510], [-1.71681, 2.05040, 1.43271], [1.37801, -0.02536, -1.57642], [-0.39260, 3.41243, -1.84068], [2.14909, 2.11161, 2.51307], [-0.91891, 0.27151, -0.99103], [0.02739, -1.84536, -0.85146], [1.85680, -2.09779, 2.65595], [1.83277, 2.79940, -0.59530], [-0.37061, -4.57807, -0.79235], [0.84525, -5.02062, 0.02079], [-1.15829, 1.64229, 0.75665], [-0.82753, 1.08979, 2.95221], [-1.49407, -1.80026, -3.83837], [-0.97270, 1.30179, 4.45873], [-3.23844, -1.14179, -0.08207], [1.96808, 1.98800, 1.57458], [2.58011, -1.45952, 2.65491], [1.32448, 1.86039, 2.96524], [1.18772, -1.70330, 2.08330], [-1.90559, 2.93248, 1.09701], [-0.99090, 2.73650, -2.18163], [0.94625, 2.93730, -1.00965], [-1.59335, -0.66245, -2.81270], [-0.67315, 4.22955, -2.27053], [2.13432, 1.95435, -0.93928], [-2.40448, -2.28762, 0.47872]],
  "forces_ev_per_angstrom": [[-0.3304, 0.1187, 1.6342], [-0.5598, -0.0300, 0.5908], [-0.5407, 0.5549, 0.5135], [0.6228, 0.5942, 0.0242], [0.0368, -0.1009, -0.0735], [0.3095, -0.3606, -0.1796], [-0.0675, -0.4320, -0.0311], [0.3972, -0.2860, -0.3277], [-0.0505, -0.1965, -0.4770], [-0.0089, -0.5813, -0.8189], [-0.8430, -0.0248, -0.5822], [-0.0937, -0.3481, 0.0449], [-0.4557, 0.5770, -1.0912], [0.8194, -0.6518, -0.5110], [0.1209, -0.3035, -0.4677], [-0.4188, -0.1869, -0.1025], [0.0517, -0.0749, 0.0289], [-0.3565, -0.2907, 0.0541], [-0.1670, 0.1448, 0.0854], [-0.0416, 0.3874, 0.2169], [-0.2002, 0.1603, -0.0318], [0.1007, 0.0481, 0.0423], [-0.0290, 0.0877, 0.1078], [-0.0426, 0.3136, -0.0377], [-0.1663, 0.1091, 0.1521], [0.2381, 0.1541, 0.0111], [0.0476, 0.2281, 0.2475], [0.1058, 0.0269, 0.1509], [0.0079, 0.0279, 0.1800], [0.9895, 0.0541, 0.4089], [0.3146, 0.1672, 0.0060], [0.1721, 0.0442, 0.1573], [0.0498, 0.0431, 0.0185], [-0.0121, 0.0265, 0.0568]],
  "homo_energy_ha": -0.422,
  "e_tot_ha": -1773.28744,
  "total_charge": 1,
  "largest_force_ev_per_a": 1.67,
  "gap_ev": 5.9
}

***

5.
{
  "formula": "C27H35AuN4O6P",
  "method": "the ωB97M-V functional and the def2-TZVPD basis",
  "species": ["Au", "P", "O", "O", "O", "O", "O", "O", "N", "N", "N", "N", "C", "C", "C", "C", "C", "C", "C", "C", "C", "C", "C", "C", "C", "C", "C", "C", "C", "C", "C", "C", "C", "C", "C", "C", "C", "C", "C", "H", "H", "H", "H", "H", "H", "H", "H", "H", "H", "H", "H", "H", "H", "H", "H", "H", "H", "H", "H", "H", "H", "H", "H", "H", "H", "H", "H", "H", "H", "H", "H", "H", "H", "H"],
  "coordinates": [[-0.88787, 0.44046, -1.39357], [0.78911, -0.32374, 0.39599], [-2.92648, 0.14966, 0.91672], [-2.06769, 2.53280, 0.52938], [1.34294, 1.43903, -3.20101], [-0.61802, 0.11913, -4.34515], [-0.51334, -2.00870, -3.17777], [-5.03466, 2.86360, -0.00332], [-1.11268, -1.56019, -2.07923], [-2.39542, -0.43249, -0.17600], [-1.12595, 2.28641, -0.32648], [0.62668, 1.70462, -2.16812], [-0.73225, -4.27224, 2.29426], [5.19802, -1.49672, -0.37899], [0.82916, 2.86543, -1.49257], [-2.17160, -3.77600, -1.81529], [-0.02987, 2.23114, 3.49745], [1.20913, 2.81106, 3.78846], [2.51802, -0.80288, 0.07086], [-2.00711, -2.34314, -1.46086], [-0.38549, -1.88256, 2.49493], [2.32135, 2.48832, 3.01238], [-1.88330, 0.88464, -3.48681], [0.99217, 0.91144, 1.72853], [0.41699, -3.06545, 0.54677], [2.21478, 1.56538, 1.96886], [-2.70797, -1.71486, -0.38767], [-3.62611, -2.40071, 0.55489], [0.23464, -1.85577, 1.24114], [-0.13450, 1.30525, 2.46201], [3.08469, -0.63346, -1.19889], [3.30017, -1.34207, 1.11173], [4.42170, -0.97201, -1.41751], [-0.05909, 4.36483, 0.39845], [2.01228, 3.69526, -1.83217], [-0.08682, -4.25712, 1.05754], [4.63146, -1.68861, 0.88458], [-0.12364, 3.17916, -0.49458], [-0.88164, -3.08085, 3.00977], [0.04347, -5.18498, 0.49000], [-2.65215, 1.15472, 0.80216], [2.48104, -0.22959, -2.01220], [-5.09456, 2.52690, -0.91478], [-1.10163, 0.83400, 2.27306], [1.86807, 4.72570, -1.49323], [-4.40733, -1.71631, 0.90807], [2.86370, -1.49189, 2.10156], [-1.06362, 4.74801, 0.61364], [0.19399, 0.65286, -4.07394], [-1.37162, -3.08196, 3.98354], [3.29055, 2.94855, 3.22048], [-1.55346, 1.82402, -3.02524], [-1.64113, -4.42214, -1.10022], [5.22519, -2.10671, 1.70030], [4.85397, -0.82297, -2.40664], [-1.11217, -5.21124, 2.70271], [0.97047, -3.06477, -0.39778], [-0.51172, -1.06190, -3.82390], [-4.10108, -3.25464, 0.06403], [-0.91845, 2.48199, 4.07641], [-2.44902, 1.19064, -4.36298], [1.29976, 3.51346, 4.62019], [2.91969, 3.30752, -1.34430], [3.09011, 1.32799, 1.36350], [-3.08170, -2.78265, 1.43082], [0.42266, 4.11576, 1.35354], [-0.45896, -0.97695, 3.09336], [0.52382, 5.16160, -0.06955], [-4.07224, 2.90672, 0.16961], [-3.23321, -4.04962, -1.79214], [2.18213, 3.69570, -2.91399], [-1.77280, -3.96225, -2.81826], [-2.50716, 0.13364, -2.99253], [6.24358, -1.75730, -0.55396]],
  "forces_ev_per_angstrom": [[1.5516, 0.0966, 2.2198], [1.3631, -0.5932, 1.6973], [0.2837, 0.4107, -0.4160], [-0.3716, -0.7228, 0.1454], [-0.1186, -0.5852, -0.1252], [-2.6904, 1.9641, 2.0715], [0.1053, 0.3237, -0.5219], [0.6195, -0.2653, -0.4819], [-2.1239, -2.4752, 0.6026], [-1.9625, -3.1054, 0.2093], [2.1215, 3.1174, -0.2548], [1.4069, 3.2316, 0.7264], [-0.1397, 0.1827, 0.0573], [-0.2491, 0.1374, -0.1978], [0.5051, -2.7769, -1.9032], [-0.3619, -0.2015, -0.4154], [0.2074, -0.0575, -0.0631], [-0.2160, -0.0970, -0.0098], [0.4735, -0.0313, -0.7629], [2.6906, 0.7948, -1.9766], [-0.1183, 0.0142, -0.0117], [0.0743, -0.0723, -0.1467], [1.2399, -0.8919, -4.4773], [-0.2932, 0.7007, -0.2707], [-0.1099, 0.2089, -0.1713], [-0.0722, -0.1464, 0.0188], [0.2317, 3.2449, 2.2393], [-0.4673, -0.4439, -0.0831], [-0.3766, -0.1994, -0.1203], [-0.1542, -0.2191, 0.3430], [-0.1058, 0.0253, 0.2111], [-0.0880, -0.0297, -0.0484], [0.1479, -0.1063, 0.1752], [-0.0434, 0.5742, -0.1302], [0.0885, 0.5165, -0.1393], [0.2065, -0.1117, 0.0003], [-0.2374, 0.1043, -0.0226], [-2.8005, -1.7641, 1.6006], [0.2371, -0.1780, -0.0440], [0.0238, 0.3488, 0.2877], [-0.2619, -0.2094, 0.1999], [0.2104, -0.0475, 0.1166], [-0.0578, 0.2507, 0.5499], [0.3383, 0.2967, 0.0220], [0.1136, -0.2294, -0.1208], [0.2972, -0.1283, -0.0979], [0.1304, 0.0405, -0.2691], [0.2368, -0.1968, -0.0357], [0.1822, -0.0746, 0.0116], [0.1699, -0.0203, -0.2351], [-0.3492, -0.1376, -0.0885], [-0.0002, -0.3575, -0.0810], [-0.1518, 0.2751, -0.1375], [-0.1965, 0.1470, -0.2734], [-0.0956, -0.0620, 0.2611], [0.1014, 0.3181, -0.1330], [-0.2739, -0.0395, 0.2231], [0.2927, -0.8342, 0.5925], [0.0611, 0.0994, 0.1394], [0.2642, -0.0087, -0.1399], [-0.2350, 0.1406, -0.0103], [-0.0096, -0.2044, -0.3102], [-0.2345, -0.0136, -0.1588], [-0.2191, 0.0739, 0.2109], [-0.0337, 0.1858, -0.2194], [-0.1314, -0.0901, -0.1731], [-0.1004, -0.2850, -0.1837], [-0.1148, -0.0855, 0.1544], [-0.5080, 0.0482, -0.0988], [0.2492, -0.0246, -0.0264], [-0.0176, -0.0689, 0.2336], [-0.0842, 0.0574, 0.2779], [0.2907, 0.1893, -0.0534], [-0.3407, 0.0726, 0.0412]],
  "homo_energy_ha": [-0.390, -0.387],
  "e_tot_ha": -2196.78381,
  "total_charge": 1,
  "largest_force_ev_per_a": 4.73,
  "gap_ev": [6.9, 4.9],
  "relative_energy_ev": 0.902,
  "multiplicity": 3
}

***

6.
{
  "formula": "C4H8N2O2",
  "method": "the ωB97M-V functional and the def2-TZVPD basis",
  "species": ["O", "O", "N", "N", "C", "C", "C", "C", "H", "H", "H", "H", "H", "H", "H", "H"],
  "coordinates": [[1.48604, 0.98714, -1.96526], [0.33212, -1.82834, -0.50348], [2.03206, -0.45655, 0.68409], [-1.44747, 0.37528, -1.23470], [0.77389, -0.70319, -0.22721], [1.47835, 0.14350, -1.15406], [-1.24455, 0.26649, 1.20424], [-0.65322, 0.64706, -0.12495], [2.59336, -1.29966, 0.61371], [-0.57263, 0.52474, 2.02012], [1.87625, -0.38410, 1.68494], [-0.22818, 1.64814, -0.15663], [-1.70428, -0.60712, -1.29391], [-1.05070, 0.68927, -2.11205], [-1.48071, -0.79950, 1.22902], [-2.19033, 0.79685, 1.33615]],
  "forces_ev_per_angstrom": [[0.7825, -1.4119, 1.8128], [-0.5842, 0.0114, 0.5954], [-0.9417, -0.5032, 0.9700], [0.0564, -0.0707, 0.0782], [1.2922, -0.0443, 0.6347], [-1.1029, 2.6684, -3.9895], [-0.3143, -0.0219, -0.2081], [0.7954, -0.9834, 0.2490], [0.1207, -0.0258, -0.4522], [-0.0067, -0.0542, 0.0325], [-0.4828, 0.3276, 0.1009], [0.1574, -0.0997, -0.0316], [0.0521, 0.0692, 0.0652], [-0.0526, 0.0359, 0.0665], [0.1708, -0.0068, 0.0018], [0.0578, 0.1093, 0.0743]],
  "homo_energy_ha": [-0.298, -0.298],
  "e_tot_ha": -417.09119,
  "total_charge": 0,
  "largest_force_ev_per_a": 4.92,
  "gap_ev": [8.2, 8.2],
  "relative_energy_ev": 4.483
}

***

7.
{
  "formula": "C3H5NO2",
  "method": "the ωB97M-V functional and the def2-TZVPD basis",
  "species": ["O", "O", "N", "C", "C", "C", "H", "H", "H", "H", "H"],
  "coordinates": [[1.55029, -0.29586, -0.54593], [-0.68734, 1.43857, -0.54765], [-1.86458, -0.34701, 0.22384], [0.52860, -0.42655, 0.43784], [-0.72117, 0.33592, -0.04192], [2.04226, 0.91893, -0.42717], [-1.82863, -1.32821, 0.44459], [2.54009, 1.11119, -1.39700], [-2.74096, 0.04233, -0.08644], [0.32333, -1.48642, 0.56524], [0.85810, 0.03711, 1.37460]],
  "forces_ev_per_angstrom": [[-0.4098, 1.0851, 0.1545], [0.1539, -0.6626, 0.1642], [-0.1778, -0.0238, -0.0368], [-0.1876, -0.2961, 0.1736], [-0.0414, 0.0546, -0.0487], [0.4053, 0.1976, -0.2258], [-0.0751, 0.1479, -0.0013], [0.2812, -0.2748, -0.0854], [0.0699, 0.0044, 0.0434], [0.0018, -0.0857, 0.0403], [-0.0202, -0.1467, -0.1780]],
  "homo_energy_ha": -0.311,
  "e_tot_ha": -322.44146,
  "total_charge": 0,
  "largest_force_ev_per_a": 1.17,
  "gap_ev": 9.1,
  "relative_energy_ev": 3.616
}

***

8.
{
  "formula": "CH7N2S",
  "method": "the ωB97M-V functional and the def2-TZVPD basis",
  "species": ["S", "N", "N", "C", "H", "H", "H", "H", "H", "H", "H"],
  "coordinates": [[2.14713, -0.66940, -1.14930], [-0.57408, 0.92967, -0.74348], [-0.48280, -0.87015, 1.04097], [-1.19601, 0.23814, 0.42913], [-1.39343, 1.06508, 1.12314], [0.28961, 0.44393, -1.04762], [0.02880, -0.60862, 1.87676], [-0.23312, 1.83173, -0.43018], [-2.18448, -0.03880, 0.07523], [3.30177, -1.14019, -1.61900], [0.29661, -1.18137, 0.44434]],
  "forces_ev_per_angstrom": [[0.2020, -0.0890, 0.1582], [0.5213, -0.3351, 0.4041], [0.5134, -0.2099, 0.0024], [0.1451, 1.3654, -0.7351], [0.0289, -0.4384, 0.4782], [-0.7426, 0.2082, -0.0450], [-0.2879, 0.4060, 0.0173], [0.0915, -0.0606, -0.0268], [-0.1569, -0.7195, 0.0857], [0.1827, -0.1119, -0.1146], [-0.4976, -0.0153, -0.2246]],
  "homo_energy_ha": -0.111,
  "e_tot_ha": -550.01735,
  "total_charge": -1,
  "largest_force_ev_per_a": 1.56,
  "gap_ev": 7.3,
  "relative_energy_ev": 0.451
}